A molecular structure, C6H12O, computed with wB97M-V/def2-TZVPD.

Element x y z (Å)
C1 -1.53336 1.78607 -0.26488
C2 -0.61810 1.18808 -1.33986
C3 -0.04239 -0.14275 -0.91169
C4 1.27383 -0.29542 -0.41059
C5 1.58075 -1.38493 0.44051
C6 0.53392 -0.87588 1.78076
O1 -0.64624 -0.62370 1.33946
H1 -2.36878 1.11813 -0.03890
H2 -0.99197 1.93175 0.67202
H3 -1.93361 2.74518 -0.61242
H4 -1.18249 1.06166 -2.27139
H5 0.20073 1.88680 -1.55846
H6 -0.69348 -1.00968 -0.86730
H7 0.88420 -0.51979 -1.70945
H8 1.92170 0.57627 -0.47702
H9 2.62825 -1.50025 0.71398
H10 1.10617 -2.33183 0.18552
H11 0.67772 -1.78230 2.40652
H12 1.12035 -0.04675 2.23801

Cartesian forces, eV/Å:
-0.0456 -0.0059 0.0450
0.0722 0.0223 -0.1152
0.0626 0.0689 -0.0764
-0.0868 0.1197 0.1609
0.1875 -0.1729 -0.2884
0.1490 -0.0043 0.3523
-0.1027 -0.0242 0.1725
0.1425 0.0642 -0.0506
-0.0564 -0.0153 -0.1288
0.0815 -0.1468 0.0442
0.0835 -0.0060 0.1376
-0.0946 -0.1251 0.0513
0.1416 0.0618 0.0141
-0.2015 -0.0012 -0.2632
-0.0394 -0.0721 0.0632
-0.1118 0.0194 0.0426
0.0026 0.1556 0.0307
-0.0521 0.1010 -0.1321
-0.1322 -0.0391 -0.0599

- HOMO energy: -7.982 eV
- E: -8460.0074 eV
- Multiplicity: 1
- Energy above the lowest of the compared OMol25 structures with the same formula, charge and spin: 100.23 kcal per mole
- Charge: 0
- Max |F|: 0.385 eV/Å